The following is a DFT calculation (wB97M-V/def2-TZVPD) of a molecular structure, C21H19Cl3GeMoNO2 in a non-equilibrium geometry.

Last column: Mulliken spin population.
Cartesian coordinates (Å):
Mo (-0.07, 0.46, 0.32)  2.082
C (3.89, 2.13, 0.28)  0.011
C (4.20, 2.24, -1.07)  0.023
C (3.29, 1.77, -2.00)  0.029
C (2.09, 1.21, -1.56)  0.014
N (1.80, 1.09, -0.24)  0.013
C (2.70, 1.55, 0.65)  0.058
C (1.03, 0.72, -2.44)  0.044
C (1.10, 0.66, -3.83)  -0.004
C (0.05, 0.11, -4.55)  0.167
C (-1.12, -0.29, -3.91)  0.060
C (-1.20, -0.23, -2.53)  -0.054
C (-0.15, 0.28, -1.78)  0.139
H (4.57, 2.49, 1.04)  0.000
H (5.12, 2.69, -1.39)  0.000
H (3.50, 1.85, -3.05)  0.003
H (2.42, 1.46, 1.70)  0.001
H (1.97, 1.03, -4.35)  0.002
H (0.16, -0.04, -5.61)  0.001
H (-1.95, -0.67, -4.49)  0.002
H (-2.10, -0.58, -2.03)  -0.001
C (-6.58, 4.06, 3.66)  0.000
C (-5.32, 3.43, 3.19)  0.001
C (-5.19, 2.04, 3.16)  0.000
C (-4.06, 1.42, 2.65)  0.002
C (-3.96, -0.06, 2.72)  0.002
C (-3.02, 2.22, 2.09)  -0.006
C (-3.05, 3.62, 2.29)  0.004
C (-1.90, 4.51, 2.02)  0.004
C (-4.22, 4.19, 2.81)  -0.001
C (-2.01, 1.56, 1.30)  0.033
O (-0.95, 2.16, 0.82)  0.021
O (-2.06, 0.35, 0.98)  0.005
H (-7.40, 3.35, 3.66)  0.000
H (-6.83, 4.91, 3.03)  0.000
H (-6.45, 4.43, 4.67)  0.000
H (-6.00, 1.42, 3.54)  0.000
H (-4.71, -0.46, 3.40)  0.001
H (-2.97, -0.37, 3.04)  -0.002
H (-4.12, -0.49, 1.73)  -0.001
H (-1.41, 4.29, 1.07)  -0.001
H (-1.15, 4.35, 2.80)  0.000
H (-2.19, 5.56, 2.05)  0.000
H (-4.27, 5.26, 2.92)  0.000
Cl (2.44, -3.06, 0.23)  0.056
Ge (0.52, -2.18, 0.05)  0.150
Cl (-0.90, -3.69, 0.43)  0.051
Cl (0.51, -0.87, 2.27)  0.091

Maximum force, eV/A: 2.67
Energy relative to the best compared isomer or geometry (same formula, charge and spin), kJ/mol: 0.0
2S+1: 4
LUMO energy (alpha / beta), Ha: -0.3112 / -0.4020
Charge: +2



The following is a DFT calculation (wB97M-V/def2-TZVPD) of a single C21H19Cl3N2O2S molecule in a non-equilibrium geometry.

Last column: Mulliken charge in e.
Cartesian coordinates (Å):
O (3.57, 4.19, 0.05)  -0.499
Cl (2.20, -3.25, -5.60)  -0.187
Cl (-0.22, -4.21, -3.83)  -0.194
Cl (3.74, 0.13, -1.77)  -0.159
N (-3.10, -1.30, 1.67)  -0.588
O (2.41, 4.46, 2.00)  -0.453
S (1.59, -0.85, 0.17)  -0.301
C (2.79, 3.87, 0.84)  0.002
C (0.09, 0.14, 0.23)  0.183
C (0.03, 1.46, -0.14)  -0.144
C (-3.82, -0.13, 1.52)  -0.705
C (-1.80, -1.35, 1.30)  -0.544
C (2.84, -1.64, -3.54)  -0.873
C (0.61, -2.30, -1.92)  -0.139
C (-3.35, 0.99, 0.90)  -0.487
C (1.91, -2.56, -4.01)  0.259
C (0.82, -2.98, -3.19)  -0.235
C (2.65, -1.11, -2.26)  0.439
C (1.55, -1.47, -1.47)  -0.049
C (-1.25, -0.24, 0.61)  1.770
C (-2.06, 0.94, 0.44)  -0.902
N (-1.26, 1.90, -0.11)  0.062
C (-1.83, -3.93, 1.15)  -1.468
C (-0.82, -2.62, 3.12)  -1.854
C (2.08, 2.59, 0.63)  -1.130
C (-1.30, 3.33, -0.29)  -0.809
C (0.09, 3.65, -0.49)  -0.824
C (1.08, 2.48, -0.47)  0.704
C (-1.13, -2.60, 1.63)  1.182
H (2.87, 5.36, 2.03)  0.375
H (-4.92, -0.14, 1.75)  0.306
H (3.68, -1.44, -4.12)  0.548
H (-0.23, -2.39, -1.28)  0.619
H (-3.88, 1.89, 0.67)  0.409
H (-1.90, -4.60, 1.97)  0.433
H (-1.19, -4.32, 0.34)  0.260
H (-2.78, -3.71, 0.77)  0.341
H (-0.33, -3.55, 3.24)  0.524
H (-0.30, -1.69, 3.52)  0.242
H (-1.71, -2.71, 3.66)  0.449
H (2.75, 1.80, 0.65)  0.835
H (1.58, 2.41, 1.62)  0.335
H (-1.91, 3.75, -1.09)  0.289
H (-1.59, 3.71, 0.72)  0.437
H (0.25, 4.51, 0.12)  0.330
H (0.08, 3.92, -1.51)  0.342
H (1.57, 2.29, -1.44)  0.632
H (-0.14, -2.69, 1.23)  0.237

Maximum force, eV/A: 5.27
Energy relative to the best compared isomer or geometry (same formula, charge and spin), kJ/mol: 9.2
SMILES: CC(C)c1nccc2c1c(Sc1cc(Cl)c(Cl)cc1Cl)c1n2CC[C@H]1CC(=O)O
LUMO energy, Ha: 0.0119
Charge: 0



The following is a DFT calculation (wB97M-V/def2-TZVPD) of a molecular structure, C21H19ClN4ORhSSbSe4 in a non-equilibrium geometry.

Last column: Mulliken charge in e.
Cartesian coordinates (Å):
Rh (0.33, -0.31, 0.42)  0.127
C (-3.84, 6.13, 8.85)  -1.362
C (-3.06, 5.97, 7.57)  0.840
C (-2.45, 7.05, 6.94)  -0.696
C (-1.76, 6.90, 5.76)  -0.659
C (-1.64, 5.65, 5.15)  -0.064
N (-0.96, 5.59, 3.93)  0.031
C (-1.00, 4.70, 2.88)  0.272
O (-0.23, 4.82, 1.94)  -0.671
N (-2.04, 3.80, 2.89)  -0.082
C (-2.21, 2.73, 2.02)  0.243
C (-3.48, 2.17, 1.86)  -0.304
C (-3.65, 1.15, 0.94)  -0.625
C (-2.56, 0.69, 0.24)  -0.614
N (-1.33, 1.17, 0.43)  -0.145
C (-1.16, 2.20, 1.27)  -0.270
C (-2.18, 4.54, 5.81)  -0.164
C (-2.89, 4.71, 6.99)  -0.752
H (-4.00, 7.19, 9.07)  0.335
H (-3.30, 5.69, 9.69)  0.286
H (-4.81, 5.64, 8.78)  0.337
H (-2.51, 8.03, 7.40)  0.270
H (-1.29, 7.76, 5.29)  0.388
H (-0.15, 6.19, 3.86)  0.310
H (-2.79, 3.96, 3.54)  0.298
H (-4.32, 2.55, 2.43)  0.370
H (-4.63, 0.73, 0.76)  0.399
H (-2.65, -0.10, -0.50)  0.531
H (-0.17, 2.62, 1.34)  0.635
H (-1.99, 3.54, 5.45)  0.728
H (-3.30, 3.84, 7.48)  0.359
Se (1.57, 3.14, 5.55)  -0.630
Sb (2.14, 0.82, 4.89)  0.487
Se (1.39, -0.02, 2.38)  -0.101
Se (0.91, -0.63, 6.47)  -0.734
Se (4.59, 0.48, 5.17)  -0.662
S (1.24, 0.61, -1.65)  -0.459
C (2.05, -0.81, -1.30)  0.492
N (2.68, -1.78, -1.17)  -0.575
Cl (-1.91, -3.18, -1.47)  -0.292
C (-0.46, -3.71, -0.64)  0.733
C (0.24, -4.77, -1.19)  -0.688
C (1.40, -5.22, -0.57)  -0.242
C (1.83, -4.59, 0.59)  -0.804
C (1.11, -3.56, 1.14)  -0.301
C (-0.07, -3.08, 0.55)  0.629
C (-0.82, -1.98, 1.16)  -1.893
H (-0.12, -5.23, -2.10)  0.377
H (1.95, -6.05, -1.00)  0.341
H (2.76, -4.91, 1.06)  0.363
H (1.46, -3.09, 2.05)  0.455
H (-0.77, -1.98, 2.25)  0.584
H (-1.85, -1.89, 0.82)  0.571

Maximum force, eV/A: 2.59
Energy relative to the best compared isomer or geometry (same formula, charge and spin), kJ/mol: 367.2
LUMO energy (alpha / beta), Ha: 0.1288 / 0.1296
Charge: -2



The following is a DFT calculation (wB97M-V/def2-TZVPD) of a single C21H19F3N4O molecule.

Last column: Mulliken charge in e.
Cartesian coordinates (Å):
O (1.43, -1.08, 1.01)  -0.682
C (1.85, -0.09, 0.43)  0.736
N (1.36, 1.17, 0.64)  0.143
C (0.18, 1.52, 1.29)  0.379
C (-0.62, 0.63, 1.96)  -0.106
C (-1.83, 1.05, 2.56)  0.336
C (-2.68, 0.14, 3.23)  -0.824
C (-3.85, 0.57, 3.79)  -0.558
C (-4.23, 1.92, 3.71)  -0.527
C (-3.43, 2.82, 3.06)  -0.682
C (-2.21, 2.41, 2.47)  0.864
C (-1.36, 3.31, 1.80)  -1.302
C (-0.20, 2.88, 1.22)  -0.628
H (0.43, 3.58, 0.70)  0.390
H (-1.65, 4.35, 1.74)  0.372
H (-3.71, 3.86, 3.00)  0.392
H (-5.16, 2.23, 4.16)  0.385
H (-4.49, -0.13, 4.30)  0.391
H (-2.38, -0.89, 3.29)  0.437
H (-0.33, -0.41, 2.03)  0.626
H (1.79, 1.93, 0.14)  0.046
N (2.93, -0.17, -0.44)  -0.058
C (3.19, 0.76, -1.51)  -0.930
H (4.24, 0.62, -1.79)  0.372
H (3.08, 1.80, -1.20)  0.310
C (2.27, 0.44, -2.72)  -0.649
N (1.72, -0.90, -2.57)  -0.050
C (0.48, -1.00, -2.01)  0.705
N (-0.12, 0.16, -1.71)  -0.338
C (-1.29, 0.19, -1.11)  -0.578
C (-1.97, -0.94, -0.72)  -0.846
C (-1.44, -2.16, -1.12)  -0.686
C (-0.24, -2.21, -1.81)  0.405
C (0.15, -3.54, -2.37)  0.641
F (-0.91, -4.34, -2.54)  -0.302
F (1.00, -4.25, -1.59)  -0.257
F (0.74, -3.46, -3.58)  -0.261
H (-1.97, -3.07, -0.92)  0.491
H (-2.89, -0.88, -0.17)  0.488
H (-1.68, 1.18, -0.93)  0.560
C (2.80, -1.81, -2.25)  -0.719
H (2.51, -2.85, -2.33)  0.331
C (3.32, -1.51, -0.82)  -0.951
H (4.41, -1.59, -0.78)  0.335
H (2.88, -2.20, -0.10)  0.484
H (3.59, -1.64, -3.00)  0.407
H (1.44, 1.14, -2.77)  0.406
H (2.84, 0.47, -3.65)  0.501

Maximum force, eV/A: 0.76
Energy relative to the best compared isomer or geometry (same formula, charge and spin), kJ/mol: 0.0
SMILES: O=C(Nc1ccc2ccccc2c1)N1CCN(c2ncccc2C(F)(F)F)CC1
LUMO energy, Ha: 0.0224
Charge: 0